No. 1
DFT (ωB97M-V/def2-TZVPD) results for 13 unconnected molecules or ions with the total composition H26O13 at a distorted geometry.

Summary:
HOMO ... -10.8 eV
Multiplicity ... 1
Energy relative to the best compared isomer or geometry (same formula, charge and spin) ... 351.8 kJ/mol
Strongest force on any atom ... 2.20 eV Å⁻¹

Each atom is followed by the atoms it is bonded to, with distances in Å.
CARTESIAN COORDINATES (ANGSTROEM)
1 O 3.039 -0.502 1.999  H27 0.960, H39 0.960
2 O -2.819 -0.351 -1.348  H31 0.978, H34 0.960
3 O -2.306 -1.340 3.783  H16 0.952, H29 0.945
4 O 1.290 1.138 -0.192  H19 0.956, H22 0.971
5 O 1.694 4.323 0.065  H14 0.963, H37 0.933
6 O -2.542 2.086 -0.482  H15 0.962, H26 0.956
7 O -0.312 -3.308 1.633  H18 0.956, H35 0.961
8 O -0.435 1.235 2.758  H21 0.957, H28 0.956
9 O 2.315 0.798 -2.809  H24 0.957, H36 0.954
10 O 2.032 -1.951 -2.996  H17 0.948, H20 0.948
11 O -0.873 0.754 -3.602  H25 0.943, H38 0.960
12 O -2.209 -0.304 1.184  H23 0.977, H33 0.963
13 O 1.769 -2.573 0.142  H30 0.957, H32 0.950
14 H 0.896 3.901 0.401  O5 0.963
15 H -1.815 1.515 -0.214  O6 0.962
16 H -1.663 -0.774 4.199  O3 0.952
17 H 1.723 -1.745 -3.868  O10 0.948
18 H -0.619 -2.890 2.435  O7 0.956
19 H 2.165 0.752 -0.203  O4 0.956
20 H 1.415 -2.375 -2.413  O10 0.948
21 H 0.341 0.941 2.281  O8 0.957
22 H 1.356 1.622 -1.031  O4 0.971
23 H -2.186 -0.749 2.054  O12 0.977
24 H 1.457 1.197 -2.959  O9 0.957
25 H -1.066 1.671 -3.703  O11 0.943
26 H -2.528 2.020 -1.435  O6 0.956
27 H 2.719 0.088 1.314  O1 0.960
28 H -1.103 1.496 2.126  O8 0.956
29 H -2.118 -2.224 3.505  O3 0.945
30 H 0.840 -2.609 -0.087  O13 0.957
31 H -2.312 -0.495 -0.524  O2 0.978
32 H 2.175 -1.715 0.103  O13 0.950
33 H -2.814 0.437 1.297  O12 0.963
34 H -3.636 -0.056 -0.939  O2 0.960
35 H 0.264 -4.042 1.861  O7 0.961
36 H 2.770 0.423 -3.558  O9 0.954
37 H 2.053 3.690 -0.518  O5 0.933
38 H -1.405 0.235 -2.995  O11 0.960
39 H 2.450 -0.318 2.736  O1 0.960



No. 2
DFT (ωB97M-V/def2-TZVPD) results for 2 unconnected molecules or ions with the total composition C6H16NS.

Summary:
HOMO ... -11.9 eV
Multiplicity ... 1
Net charge ... +1
Energy relative to the best compared isomer or geometry (same formula, charge and spin) ... 0.0 kJ/mol
Strongest force on any atom ... 0.69 eV Å⁻¹

Each atom is followed by the atoms it is bonded to, with distances in Å.
CARTESIAN COORDINATES (ANGSTROEM)
1 S -4.041 -0.700 -0.360  C6 1.827, H13 1.324
2 N -0.080 1.082 -0.850  C4 1.299, H14 1.013, H21 1.016
3 C 0.516 -1.437 0.788  C8 1.545, H17 1.085, H23 1.087, H24 1.087
4 C 1.051 0.576 -0.460  N2 1.299, C7 1.465, C8 1.488
5 C 2.649 -1.385 -0.564  C8 1.525, H10 1.086, H11 1.087, H15 1.086
6 C -4.799 0.745 0.461  S1 1.827, H16 1.085, H18 1.086, H19 1.085
7 C 2.117 1.451 0.035  C4 1.465, H9 1.090, H12 1.093, H22 1.087
8 C 1.204 -0.903 -0.488  C3 1.545, C4 1.488, C5 1.525, H20 1.096
9 H 2.536 1.059 0.961  C7 1.090
10 H 2.660 -2.469 -0.636  C5 1.086
11 H 3.147 -0.988 -1.445  C5 1.087
12 H 2.941 1.452 -0.684  C7 1.093
13 H -5.166 -1.234 -0.811  S1 1.324
14 H -0.267 2.076 -0.804  N2 1.013
15 H 3.216 -1.106 0.319  C5 1.086
16 H -5.380 1.308 -0.262  C6 1.085
17 H 0.558 -2.522 0.780  C3 1.085
18 H -5.425 0.408 1.281  C6 1.086
19 H -3.988 1.355 0.845  C6 1.085
20 H 0.650 -1.298 -1.347  C8 1.096
21 H -0.824 0.485 -1.198  N2 1.016
22 H 1.783 2.474 0.184  C7 1.087
23 H 1.026 -1.082 1.679  C3 1.087
24 H -0.528 -1.138 0.834  C3 1.087



> Which formula does entry 2 have?

C6H16NS



> Number 2 is which compound?

C6H16NS



> Which of these has the highest energy relative to the best compared isomer or geometry (same formula, charge and spin)?

H26O13